179
Properties=species:S:1:pos:R:3:forces:R:3:mulliken_charge:R:1 method="wB97M-V/def2-TZVPD" homo_ev=-6.771 orbital_gap_ev=3.727 total_charge=-1
C 4.178060 -0.631622 -2.795320 -0.57 -0.85 -0.77 -0.70
C 3.476590 -1.863652 -3.346240 0.90 -3.03 1.88 0.73
O 3.475570 -2.957852 -2.804270 -0.26 2.75 -1.71 -0.43
N 2.708600 -1.660342 -4.636880 -0.29 -2.30 0.89 0.51
H 2.267010 -0.774822 -4.434520 -0.87 1.38 -0.48 0.13
H 3.305970 -1.559002 -5.444950 0.33 0.00 -0.17 0.45
C 1.579600 -2.686862 -4.879840 0.39 -0.41 0.17 -0.99
H 4.619210 -0.104652 -3.641360 0.10 0.34 0.26 0.39
H 4.915470 -0.945602 -2.056570 -0.12 0.04 -0.18 0.39
H 3.406830 -0.027252 -2.317790 0.08 0.30 0.00 -0.09
H 1.099670 -2.943152 -3.935340 0.03 0.44 0.03 0.12
H 1.957620 -3.644502 -5.237780 0.41 0.27 -0.08 0.55
H 0.859300 -2.287202 -5.593670 0.21 0.26 0.16 0.38
C -3.172440 -5.580982 -2.297310 -0.24 0.05 0.33 -1.66
C -3.898450 -4.244812 -1.983350 -1.33 -0.50 -1.18 1.64
C -5.303900 -4.214602 -2.689660 -0.78 0.05 -0.73 -1.62
C -6.280360 -3.044222 -2.395210 1.04 -1.32 0.16 -0.73
C -6.073780 -2.509532 -1.033750 0.14 1.80 2.25 -0.73
C -5.408280 -3.366002 0.115930 -0.74 0.84 0.15 1.84
N -4.266640 -4.164852 -0.495900 5.46 -3.62 5.35 0.94
O -3.468710 -4.854262 0.394890 -5.22 4.36 -5.86 -0.29
C -6.409040 -4.447782 0.689890 0.10 -1.11 0.40 -1.69
C -4.802280 -2.364452 1.246130 -0.11 -0.79 -0.25 -1.94
C -3.108020 -2.992832 -2.447630 0.93 0.31 1.81 -0.66
H -3.735710 -6.445122 -1.945020 -0.11 0.13 0.56 0.56
H -2.153560 -5.636032 -1.913970 -0.39 0.22 0.01 0.05
H -3.143210 -5.792122 -3.366260 0.11 0.77 -0.19 0.44
H -5.865810 -5.143532 -2.592520 0.38 -0.32 0.50 0.50
H -5.186650 -4.122572 -3.769420 0.84 -0.35 0.00 0.56
H -7.298990 -3.431952 -2.382310 0.03 0.11 -0.99 0.36
H -6.042560 -2.256362 -3.109930 -0.72 0.00 -0.04 0.37
H -7.022140 -2.133112 -0.650320 -0.31 -0.61 0.48 0.85
H -5.639240 -1.512032 -1.099080 1.12 -0.22 0.13 -0.40
H -6.082140 -4.960702 1.594400 0.82 0.42 0.09 0.43
H -6.611310 -5.304822 0.047500 0.45 0.17 -0.78 0.41
H -7.431870 -4.203312 0.976540 0.18 1.39 -0.34 0.35
H -3.764420 -2.108242 1.033280 -0.15 0.14 -0.46 0.08
H -4.749830 -2.727202 2.272660 -0.21 -0.84 -0.22 0.47
H -5.392680 -1.454612 1.354370 -0.10 0.03 -0.65 0.52
H -3.541730 -2.066192 -2.071680 -0.50 0.12 -0.61 -0.02
H -2.837510 -2.964002 -3.503130 -0.76 -0.28 -0.07 0.56
H -2.134930 -2.976012 -1.956800 0.23 -0.47 0.15 -0.31
C 3.697040 5.586978 -3.984230 -1.18 -0.86 -0.59 -1.70
C 3.662050 6.868298 -3.145740 0.72 1.17 -0.42 1.56
C 3.525810 8.138168 -4.100880 -1.90 -1.11 -0.14 -1.12
C 2.072760 8.172668 -4.765950 0.22 1.17 0.22 -0.83
C 0.965140 8.308248 -3.730100 2.01 0.28 1.35 -1.22
C 1.002900 7.240298 -2.637650 -1.56 0.86 0.87 1.44
N 2.444940 6.838898 -2.221410 -0.05 -4.44 6.35 0.62
O 2.584640 6.181728 -0.988620 -0.96 4.67 -8.23 -0.12
C 0.286010 5.980888 -3.135710 0.50 -1.15 0.96 -1.18
C 0.263900 7.929498 -1.398370 0.49 -1.67 -0.16 -1.42
C 4.925930 6.978878 -2.301640 -0.35 -0.71 0.58 -1.68
H 2.874020 5.609908 -4.698530 -0.07 -0.13 0.02 0.35
H 3.590120 4.652068 -3.434130 -0.15 0.26 0.51 0.26
H 4.577610 5.417498 -4.603890 0.40 0.83 0.32 0.49
H 4.301550 8.063678 -4.862970 -0.08 -0.30 -0.01 0.42
H 3.748110 9.065208 -3.572420 -0.30 -0.04 0.28 0.37
H 1.875070 7.390038 -5.498420 0.27 -0.19 0.21 0.33
H 1.890380 9.116528 -5.279720 0.86 0.02 -0.62 0.49
H -0.037370 8.531758 -4.094970 0.02 -0.86 -0.21 0.53
H 1.171230 9.200658 -3.139150 0.32 0.57 -0.33 0.50
H -0.658220 6.221028 -3.624440 0.16 0.24 0.08 0.45
H 0.099240 5.353288 -2.264310 -0.24 -0.11 -0.05 -0.08
H 0.891830 5.343548 -3.779810 -0.05 0.27 -0.23 0.20
H 0.959700 8.600758 -0.895020 -0.22 0.11 -0.02 0.49
H -0.124680 7.192718 -0.695330 0.50 -0.19 0.15 0.18
H -0.653160 8.430608 -1.708190 0.38 0.28 -0.52 0.40
H 4.827930 7.784918 -1.574470 0.36 0.19 -0.22 0.47
H 5.794700 7.045818 -2.956520 -0.16 0.48 -0.03 0.40
H 5.079770 6.061678 -1.733140 -0.14 -0.05 0.10 0.30
C 2.772170 -6.825682 6.524850 0.05 0.30 0.85 -1.40
C 2.991900 -5.327472 6.897140 1.43 0.80 0.21 -0.43
C 3.985600 -4.547502 5.944250 -1.22 0.38 0.17 -1.06
N 3.880630 -3.012202 6.026420 1.22 0.08 0.05 0.42
C 4.167340 -2.539262 7.512310 -0.10 0.09 -1.95 -0.96
C 4.935880 -2.336842 5.078260 0.82 -1.07 0.78 -1.02
C 4.363420 -1.047942 4.518110 -0.23 -0.42 0.12 -0.24
C 2.856470 -1.124112 4.801680 0.06 0.07 0.65 0.99
C 2.583870 -2.523002 5.401140 -0.56 1.20 0.87 -0.24
H 3.352500 -7.566842 7.074400 0.72 0.54 0.37 0.41
H 3.007710 -7.073592 5.489880 -0.74 0.35 -0.14 0.37
H 1.780460 -7.103422 6.881870 -0.31 0.09 -0.90 0.33
H 3.472340 -5.177452 7.863970 0.45 -0.86 0.32 0.44
H 2.102620 -4.762632 7.176830 -0.62 -0.18 -1.27 0.40
H 3.809830 -4.698452 4.879160 -0.04 -0.55 0.11 0.63
H 4.995670 -4.837712 6.233460 0.11 0.18 -0.26 0.52
H 3.383790 -2.821962 8.215330 -0.01 -0.16 -0.40 0.31
H 4.286520 -1.455912 7.496600 -0.22 -0.04 -0.09 0.42
H 5.137580 -2.964162 7.769620 -0.21 -0.17 0.05 0.35
H 5.879390 -2.286402 5.621720 -0.14 0.52 0.45 0.46
H 5.237560 -3.046882 4.308240 -0.84 -0.24 -0.20 0.38
H 4.781920 -0.152432 4.977490 0.14 -0.15 -0.27 0.37
H 4.503630 -1.046752 3.437170 0.31 0.30 0.17 0.21
H 2.588960 -0.355722 5.527020 -0.08 0.02 -0.08 0.45
H 2.302210 -0.901202 3.889980 -0.23 -0.37 0.23 -1.14
H 1.917580 -2.452372 6.260890 -0.50 -0.14 -0.46 0.42
H 2.182180 -3.173482 4.624220 0.37 -0.61 0.32 -0.24
C -1.026850 4.350108 0.149080 0.06 -0.81 -0.38 -1.46
C -1.105910 2.995368 0.878290 -1.20 0.56 1.06 -0.07
C -0.813630 1.863378 -0.020210 0.80 -1.38 -1.97 -0.52
N -0.564890 0.479078 0.618640 -1.57 -0.91 -0.39 1.21
C -1.798940 0.192928 1.562500 1.00 -0.97 -0.52 -0.53
C 0.797380 0.288318 1.290590 -0.49 0.99 -0.38 0.60
C 1.671240 -0.591652 0.336750 -0.25 -0.04 2.84 -0.29
C 0.927260 -0.645992 -0.945890 -0.45 -0.01 -1.05 0.41
C -0.552170 -0.634272 -0.527680 0.85 0.63 0.98 -0.20
H -1.544690 4.185918 -0.795900 0.13 0.15 -0.36 0.41
H 0.016040 4.615288 -0.024590 0.05 0.15 -0.05 0.07
H -1.579670 5.169348 0.608790 0.19 -0.21 0.48 0.54
H -2.159890 2.854808 1.118020 -0.03 0.20 0.72 0.37
H -0.500760 2.934888 1.782850 -0.01 0.28 0.06 0.29
H -0.007190 2.119378 -0.707380 0.72 -0.39 0.26 0.21
H -1.619070 1.670448 -0.728820 -0.39 0.09 0.25 0.08
H -1.754980 0.626538 2.561580 0.20 0.88 -0.45 0.28
H -1.786220 -0.872002 1.794630 0.19 -0.14 -0.35 -0.09
H -2.712940 0.405308 1.007890 0.16 0.37 0.12 0.11
H 0.538260 -0.044382 2.295710 0.56 -0.46 -0.12 0.02
H 1.207280 1.295238 1.369290 0.09 -0.05 0.08 -1.09
H 1.713850 -1.610942 0.720580 -0.35 -0.07 0.19 -0.03
H 2.718650 -0.299332 0.411580 -0.19 0.58 -0.69 0.91
H 1.224140 -1.613582 -1.350540 -0.49 0.02 -0.75 0.13
H 1.131740 0.166238 -1.643430 0.12 0.02 0.04 -0.55
H -0.729070 -1.608212 -0.071340 -0.28 0.18 0.44 0.02
H -1.330620 -0.448092 -1.267580 0.26 0.37 0.00 0.13
N -0.077850 -6.825822 -3.024250 0.70 0.70 5.13 -0.36
S 0.572060 -5.723492 -1.892260 -1.97 2.47 3.23 0.97
O 0.175840 -4.324052 -2.084870 0.42 -1.84 -0.71 -0.11
O 1.870070 -5.861572 -1.326860 0.11 -1.39 -1.04 -0.62
F -0.394360 -6.068262 -0.648640 0.42 -0.84 -1.02 -0.28
S 0.315680 -6.111902 -4.276130 2.51 2.21 -7.49 1.05
O 1.770070 -6.159942 -4.613440 -2.92 0.27 0.86 -0.70
O -0.369900 -4.872742 -4.616710 0.67 -0.97 0.43 -0.56
F -0.366060 -7.086592 -5.344320 0.28 -0.41 0.50 -0.33
N -0.214990 -2.616302 2.783540 -2.61 3.11 3.91 0.21
S 0.202000 -3.967452 2.373210 1.48 -7.83 -6.06 0.76
O -0.838410 -4.958052 2.072070 0.98 1.87 0.96 -0.62
O 1.367620 -4.478242 2.989770 1.51 -0.43 1.57 -0.76
F 0.833560 -3.729872 0.892220 -0.82 0.97 0.50 -0.30
S -1.032310 -3.073752 4.214810 -2.77 1.87 2.50 0.90
O -0.446370 -4.041252 5.134610 0.25 1.45 -1.66 -0.53
O -2.470360 -3.181132 4.070960 2.11 0.39 -0.56 -0.48
F -0.815020 -1.632472 4.981570 0.10 -1.42 -0.99 -0.31
N -5.820390 1.882908 -2.573530 -0.44 0.78 4.66 -0.54
S -4.645800 1.707488 -3.461890 3.50 -2.84 -10.24 1.01
O -4.149400 0.372968 -3.729340 -0.10 0.25 1.31 -0.53
O -3.651260 2.736088 -3.541660 -0.41 0.40 0.69 -0.57
F -5.495850 1.816088 -4.846140 -0.10 0.99 0.16 -0.41
S -4.850880 1.904188 -1.237970 -3.09 0.09 6.75 1.08
O -4.382160 3.159778 -0.696960 -0.35 -1.05 -1.47 -0.58
O -4.039960 0.731878 -1.006090 0.16 0.60 -0.77 0.02
F -6.102150 1.550558 -0.210750 0.89 0.47 -1.03 -0.41
N 1.243570 0.441828 -4.181180 1.34 4.40 -0.30 -0.45
S -0.290370 0.468788 -4.375140 -7.99 -2.07 -1.21 0.60
O -0.838790 0.243498 -5.719400 2.07 1.12 1.84 -0.69
O -1.050840 1.311408 -3.472300 1.92 0.25 -1.13 -0.23
F -0.605770 -0.930992 -3.750970 0.63 -1.21 0.61 -0.11
S 1.555510 2.115108 -4.386050 1.35 2.16 1.32 0.75
O 1.515970 3.009168 -3.221640 -0.22 -2.35 -1.37 -0.16
O 1.154800 2.745778 -5.616110 -0.11 -1.31 0.63 -0.70
F 3.099420 1.866878 -4.555940 0.74 -0.24 -0.18 -0.36
N -5.293140 0.879998 5.399040 -0.78 2.96 1.74 -0.40
S -4.423230 0.970598 4.187540 5.63 -5.25 -7.64 1.19
O -3.056570 1.488918 4.322440 -1.87 0.40 0.26 -0.62
O -5.018670 1.074308 2.865890 0.02 0.99 1.23 -0.46
F -4.080930 -0.612722 4.070680 0.05 -0.42 0.69 -0.28
S -5.359180 2.534738 5.499260 -4.33 2.17 4.15 1.09
O -5.953460 3.229508 4.387250 1.08 -0.59 0.45 -0.54
O -4.392330 3.212948 6.321350 -0.46 -0.96 -0.83 -0.59
F -6.669350 2.382078 6.490070 0.76 0.60 -0.15 -0.34
N 4.252050 3.675188 2.174910 0.62 0.95 7.90 -0.53
S 3.148600 2.870958 3.140590 -2.19 2.44 5.76 1.07
O 3.590990 1.566248 3.477540 -0.33 -1.07 -0.84 -0.51
O 1.695630 3.211798 3.128490 4.07 -1.06 -0.95 -0.55
F 3.618140 3.624258 4.480850 -0.15 0.36 -0.48 -0.33
S 3.740680 3.150368 0.955880 -2.77 -0.77 -13.03 0.99
O 2.502930 3.769008 0.489280 0.89 -0.82 0.24 -0.27
O 3.860100 1.737888 0.643130 0.38 1.11 0.38 -0.54
F 4.830480 3.933148 -0.063900 -0.46 -1.01 0.80 -0.40